Record 1
The following is a DFT calculation (ωB97M-V/def2-TZVPD) of a structure of composition C15H34N4Sn.

Structure (XYZ):
```
54
Properties=species:S:1:pos:R:3:forces:R:3
Sn -1.362551 0.563654 -0.649789 0.52 -0.10 0.71
N 1.383799 1.321292 -3.052444 -0.03 1.10 2.06
N 2.254639 1.674735 -0.176267 0.77 0.95 0.52
N 1.359973 -1.140679 -0.998946 -0.49 -0.07 1.47
N 0.031715 -0.218349 1.538527 0.85 -0.15 -0.87
C 1.947047 -1.334116 0.333405 -0.11 -1.22 -0.62
C 1.498425 0.213772 -3.921653 0.61 -0.42 -0.97
C -2.914733 -0.171407 0.341231 -0.44 0.50 -0.81
C 1.943007 2.296692 1.099312 -0.81 0.10 -0.39
C 0.567522 0.704023 2.567099 -1.25 -0.11 -1.06
C -3.157001 -1.553570 2.507484 -0.06 1.22 -0.01
C 2.577038 2.019148 -2.527417 -0.05 0.73 -2.82
C 2.406004 2.679874 -1.201701 0.45 -0.23 -0.58
C -3.810648 -0.900117 1.307216 -0.79 1.08 -0.02
C 1.618073 -1.212643 -3.341217 -0.84 0.23 -0.33
C -4.846371 0.154524 1.811763 0.27 -1.09 -0.29
C 2.359906 -1.268365 -2.015812 -1.32 0.29 -0.93
C -4.562337 -1.936253 0.508405 -1.22 -0.56 0.79
C 0.870443 -1.458010 1.395913 -1.52 0.50 -0.70
C 1.908683 1.293330 2.227125 -0.20 0.78 1.18
H 2.706876 -0.570033 0.495646 -0.26 0.00 0.05
H -0.239512 1.469457 2.698125 0.87 -0.35 0.05
H 0.651864 0.254073 -4.596105 -0.34 -0.27 -0.27
H 0.209576 -2.333271 1.091415 0.60 1.09 0.54
H -3.842792 -2.449707 -0.080038 0.36 -0.86 -0.63
H 2.460854 -2.313401 0.282871 0.18 0.18 0.47
H 2.193397 1.788363 3.149918 0.09 0.47 0.24
H 3.491827 1.436751 -2.539330 0.08 -0.67 0.31
H 1.468468 1.108052 -0.399998 -0.59 -0.83 -0.42
H 0.622430 -1.820691 -1.157670 0.05 -0.10 0.15
H 0.704236 1.174053 -2.308894 0.17 -0.04 -0.36
H -2.447795 -2.309177 2.199310 0.54 -0.03 0.23
H 0.914872 2.738255 0.982504 0.70 0.20 0.54
H -4.358825 0.942772 2.363838 0.07 0.28 0.23
H 2.657401 0.525357 2.174902 0.37 -0.40 -0.51
H -2.800820 -0.725859 3.135020 0.86 -0.39 -0.08
H 2.996219 -2.115903 -1.927110 0.46 -1.24 0.21
H 2.966690 -0.425703 -1.858767 1.15 1.15 -0.22
H -5.321886 0.559566 0.924267 -0.25 0.26 0.09
H -5.116331 -2.628408 1.179517 0.42 0.15 -0.32
H 2.353098 0.421351 -4.568405 0.22 -0.11 -0.04
H -3.598762 0.227342 -0.483027 0.23 -0.35 0.61
H -3.900861 -1.994828 3.142278 -0.56 -0.60 0.13
H 1.630288 3.442973 -1.262942 -0.56 0.02 0.22
H -5.329251 -1.504531 -0.130684 0.15 0.21 -0.27
H 3.333352 3.225119 -1.059591 0.24 0.16 0.41
H -0.905549 -0.448103 1.806081 -0.46 -0.39 0.18
H 0.678160 0.140418 3.477294 -0.06 -0.20 0.78
H 2.830351 2.806271 -3.302068 -0.28 -0.36 0.81
H 2.668780 3.097373 1.302808 -0.22 -0.21 -0.10
H 1.267925 -1.619903 2.378997 0.58 -0.67 0.49
H 1.991117 -1.882176 -4.114433 0.40 0.01 0.01
H -5.587528 -0.364783 2.428376 -0.06 0.25 0.05
H 0.579497 -1.578601 -3.176338 0.52 0.13 0.08
```
Positions in Å, forces in eV/Å.

For the total energy, the calculation gives -27894.6095 eV. For the LUMO energy, the calculation gives 0.557 eV. The value obtained for the frontier orbital gap is 7.5 eV. The value obtained for the strongest force on any atom is 0.0566 hartree/bohr. The energy above the lowest of the compared OMol25 structures with the same formula, charge and spin is 0.0 kcal per mole.

Here are the natural (NBO) charges for atoms 1 to 6, given in e:
1 Sn 0.82
2 N -0.66
3 N -0.65
4 N -0.63
5 N -0.66
6 C -0.25

---

Record 2
The following is a DFT calculation (ωB97M-V/def2-TZVPD) of the molecule C16H28N4O3.

Structure (XYZ):
```
51
Properties=species:S:1:pos:R:3:forces:R:3
O -0.589430 -1.112291 0.613833 -0.04 -0.17 0.07
O -0.446980 3.559172 -0.194627 0.06 0.30 -0.06
O -4.028269 1.099722 -1.305691 -0.31 -0.01 -0.09
N 4.747097 -1.924677 -0.675933 -0.04 -0.08 0.02
N -2.276844 -0.014684 -0.369158 -0.13 -0.24 -0.09
N -2.188352 2.265123 -0.710424 -0.12 0.45 -0.13
N 1.496171 0.127352 1.382948 -0.43 -0.25 -0.14
C 2.438695 2.693529 -0.582439 -0.09 -0.01 0.07
C 5.172728 -0.949063 -1.658476 0.02 -0.01 0.11
C 3.906909 -0.353297 1.032379 -0.34 -0.20 0.02
C -5.655623 -2.921880 -0.234184 0.15 -0.10 0.16
C -3.845635 -1.482572 0.830340 0.13 -0.21 -0.09
C -2.918061 1.114096 -0.829544 0.26 0.13 0.02
C 1.861289 2.465699 0.820039 0.14 0.16 0.04
C 1.014148 1.232915 0.843066 -0.08 0.00 0.17
C -1.019474 -0.027180 0.205852 0.21 0.19 -0.02
C 3.574306 -1.488376 0.062987 0.25 0.18 0.13
C 2.765267 -0.109295 2.025813 0.67 0.25 -0.03
C -0.904956 2.431035 -0.203337 -0.11 -0.21 0.03
C -0.279072 1.215206 0.274252 -0.01 -0.07 -0.03
C -3.020594 -1.267079 -0.437450 -0.25 -0.24 0.10
C -4.572472 -2.826072 0.833903 -0.08 0.23 -0.02
C 4.527548 -3.215870 -1.295847 0.01 0.04 0.03
H -4.571807 -0.671770 0.919048 -0.01 0.06 0.04
H 6.040499 -1.336921 -2.188867 0.04 0.05 -0.05
H 1.250556 3.330756 1.076173 0.10 -0.14 0.07
H -3.845433 -3.628872 0.692938 0.03 -0.07 0.09
H 2.917081 1.794584 -0.965020 0.10 -0.07 -0.06
H -3.669422 -1.202196 -1.310902 0.12 -0.05 0.06
H 3.024830 0.724924 2.684170 -0.08 -0.15 0.01
H 4.386187 -0.720152 -2.395932 -0.03 0.01 -0.03
H -2.296866 -2.074914 -0.558807 -0.12 0.10 -0.04
H 1.646592 2.984430 -1.264732 -0.03 0.02 -0.07
H 5.445137 -3.531925 -1.789431 0.00 -0.07 -0.05
H -6.344723 -2.084847 -0.151155 -0.11 0.09 -0.04
H -5.030741 -2.963890 1.815830 0.06 -0.08 0.01
H 4.805180 -0.623318 1.588598 0.05 0.02 0.01
H 2.674546 2.377246 1.538483 -0.03 -0.06 0.03
H 4.111135 0.565230 0.484807 0.05 0.09 0.01
H 3.172465 3.494329 -0.549150 0.08 0.06 -0.03
H 2.758513 -1.176115 -0.614383 0.00 -0.09 0.02
H 2.635223 -0.998333 2.647240 -0.01 0.10 0.01
H -3.172749 -1.437741 1.690024 0.00 0.07 -0.01
H 3.216177 -2.343487 0.642436 -0.07 -0.01 -0.02
H 5.465747 -0.027542 -1.160333 0.03 0.10 -0.07
H 4.279906 -3.946700 -0.527565 -0.02 -0.07 -0.02
H -5.225271 -2.913450 -1.231764 -0.03 0.01 -0.16
H -6.219305 -3.844717 -0.116819 -0.09 -0.06 -0.07
H 0.868176 -0.684104 1.266442 0.05 0.24 0.03
H -2.638032 3.112151 -1.039207 0.08 -0.19 0.06
H 3.716518 -3.199886 -2.040477 -0.03 -0.02 -0.04
```
Positions in Å, forces in eV/Å.

For the total energy, the calculation gives -29151.5082 eV. For the LUMO energy, the calculation gives 0.610 eV. The value obtained for the frontier orbital gap is 9.3 eV. The value obtained for the strongest force on any atom is 0.0139 hartree/bohr. The energy above the lowest of the compared OMol25 structures with the same formula, charge and spin is 3.7 kcal per mole.

Here are the natural (NBO) charges for atoms 1 to 6, given in e:
1 O -0.67
2 O -0.64
3 O -0.62
4 N -0.43
5 N -0.46
6 N -0.64

---

Record 3
The following is a DFT calculation (ωB97M-V/def2-TZVPD) of a structure of composition Ag2Br2ClI5O4.

Structure (XYZ):
```
14
Properties=species:S:1:pos:R:3:forces:R:3
I -4.437961 -0.059843 -2.788934 0.09 0.49 -0.23
I 2.285951 3.010423 0.451331 -0.14 0.34 0.23
I 1.294238 -4.211694 -1.639280 -0.13 -0.29 -0.21
I 3.213902 -0.533021 -3.514164 1.19 0.48 -0.78
I -2.974899 2.327427 1.075101 0.64 -0.18 0.05
Ag 0.970111 -1.598251 -2.858400 -0.36 -0.80 0.64
Ag -0.285993 1.311668 1.042573 -0.69 1.24 -2.08
Br -0.507662 -0.046106 -1.398651 -0.55 0.64 0.74
Br -2.192171 3.130556 -3.191907 -0.52 -0.35 -0.15
Cl 0.500755 -0.714108 2.600673 1.62 3.41 -3.21
O 1.354685 -1.211864 3.570096 1.50 -1.31 2.88
O -0.275176 -1.694650 1.993752 -1.66 -1.68 -0.28
O 1.396381 -0.095697 1.515667 -1.52 -0.86 1.96
O -0.342155 0.385158 3.142147 0.52 -1.12 0.43
```
Positions in Å, forces in eV/Å.

For the total energy, the calculation gives -209291.2662 eV. Its charge is -4. For the LUMO energy (alpha / beta), the calculation gives 7.778 / 6.650 eV. The multiplicity is 3. The expectation value of S² is 2.019. The value obtained for the frontier orbital gap (alpha / beta) is 5.5 / 4.3 eV. The value obtained for the strongest force on any atom is 0.0963 hartree/bohr.

Here are the natural (NBO) charges for atoms 1 to 6, given in e:
1 I -0.52
2 I -0.91
3 I -0.90
4 I -0.83
5 I -0.61
6 Ag 0.71

---

Record 4
The following is a DFT calculation (ωB97M-V/def2-TZVPD) of a structure of composition C3H3O3Pt.

Structure (XYZ):
```
10
Properties=species:S:1:pos:R:3:forces:R:3
Pt -2.645710 -0.614170 -0.531281 -12.27 -6.08 -4.90
O -2.127134 0.880388 0.452273 3.46 3.48 2.91
O 0.135417 0.970438 0.728702 3.38 0.08 -0.66
O -0.823828 -0.649955 -0.389628 7.21 0.27 0.86
C 0.549651 -1.139696 -0.251114 -0.02 -0.05 -1.43
C 1.335417 0.150062 -0.070599 -2.85 -0.96 3.94
C -0.950398 0.476812 0.358722 0.09 1.71 0.01
H 2.068601 -0.008666 0.736425 0.57 1.04 -0.85
H 0.809597 -1.671903 -1.174789 -0.11 0.07 0.25
H 0.521267 -1.837115 0.604117 0.53 0.45 -0.12
```
Positions in Å, forces in eV/Å.

For the total energy, the calculation gives -12532.7796 eV. Its charge is +1. For the LUMO energy (alpha / beta), the calculation gives -5.072 / -7.039 eV. The multiplicity is 3. The expectation value of S² is 2.010. The value obtained for the frontier orbital gap (alpha / beta) is 8.0 / 6.9 eV. The value obtained for the strongest force on any atom is 0.2828 hartree/bohr. The energy above the lowest of the compared OMol25 structures with the same formula, charge and spin is 0.0 kcal per mole.

Here are the natural (NBO) charges for atoms 1 to 6, given in e:
1 Pt 0.71
2 O -0.55
3 O -0.44
4 O -0.54
5 C -0.20
6 C 0.30

---

Record 5
The following is a DFT calculation (ωB97M-V/def2-TZVPD) of a cluster of 2 separate species, C24H35F3O8S in total.

Structure (XYZ):
```
71
Properties=species:S:1:pos:R:3:forces:R:3
S -0.122522 -1.531127 1.963256 0.11 -0.11 0.49
F -4.064871 3.970769 -3.432256 -0.45 -0.79 0.29
F -4.779345 1.878931 -3.560968 0.18 1.04 0.46
F -6.105497 3.458615 -2.797605 0.90 -0.31 -0.21
O -6.796045 -5.809017 3.480839 -0.03 -0.04 0.02
O -3.018429 2.572630 -1.284638 0.43 -0.05 -0.06
O -1.053831 -2.869110 1.638934 0.41 0.17 -0.06
O 7.072543 0.585126 -0.789141 0.18 -0.18 -0.17
O -0.125184 -1.442109 3.397498 -0.05 0.21 0.18
O -4.753850 -1.941300 0.502048 -0.07 0.03 -0.07
O -1.099144 -0.338857 1.492263 -0.15 -0.74 -0.40
O 8.493387 0.230798 -2.513325 -0.71 -0.11 0.97
C -2.687161 0.492769 -0.053629 0.83 0.12 0.67
C 6.017058 2.662246 -0.288333 -0.50 -0.43 -0.11
C 6.893664 1.920488 -1.269549 -0.12 0.69 0.17
C 8.113630 -1.540510 -0.947757 -0.48 0.18 -0.10
C 0.686177 1.380900 0.403566 0.16 0.26 -0.52
C -7.147454 -4.228995 1.773462 0.00 0.03 -0.03
C -2.660902 2.018885 -0.010535 -1.08 -0.20 -0.22
C -1.538325 -1.589125 -0.641519 0.21 0.45 -0.17
C -5.224890 -2.827479 1.185317 0.05 -0.05 0.08
C -6.635689 -3.256089 1.025254 -0.04 0.00 -0.01
C -4.403033 -3.519513 2.208549 0.05 -0.01 0.03
C 3.756340 2.650708 0.886457 -0.07 0.28 -0.36
C -0.392542 -2.592684 -0.694103 -0.61 -0.90 0.04
C -0.439766 -3.541500 0.521424 0.52 0.54 -0.59
C -4.396065 2.783920 -1.378875 0.29 0.29 -0.14
C 2.390922 3.260730 0.561106 0.61 0.17 -0.49
C 1.509472 2.426067 -0.356400 -0.66 -0.15 0.63
C -6.327821 -4.924366 2.799734 0.04 0.01 0.01
C -0.172853 0.583374 -0.586418 0.51 0.21 0.33
C -4.915804 -4.492813 2.956672 0.00 0.02 -0.03
C 4.553733 2.228080 -0.359771 0.06 -0.30 0.49
C 7.924156 -0.161218 -1.509213 0.88 0.08 -1.06
C -4.802327 3.022467 -2.813593 -0.68 0.03 -0.47
C -1.322742 -0.221239 0.023326 -0.16 0.16 0.05
H -3.226641 0.139802 0.817242 -0.29 -0.23 -0.05
H 2.592154 4.210230 0.062318 0.00 0.14 -0.08
H 3.642910 1.815267 1.571756 0.10 -0.14 0.14
H 1.867942 3.524706 1.476973 -0.19 -0.09 0.16
H -0.544399 1.303827 -1.311804 -0.35 -0.09 -0.21
H -0.554459 -3.203500 -1.581274 0.11 -0.07 -0.14
H 4.089838 2.624842 -1.258844 0.00 0.06 -0.20
H 0.595454 -2.166064 -0.811507 0.10 0.36 0.09
H 0.578360 -3.837485 0.767009 0.07 -0.13 0.27
H 1.356684 0.717337 0.943841 0.02 -0.12 0.23
H -1.830600 -1.368725 -1.664871 -0.02 0.18 -0.15
H -7.213802 -2.735515 0.272249 0.02 0.02 -0.01
H 8.495534 -1.487348 0.064839 0.05 -0.05 0.16
H -8.173445 -4.559641 1.674815 0.00 -0.03 0.03
H 4.352157 3.415424 1.380870 -0.06 0.06 0.38
H 6.080343 3.726165 -0.500569 0.14 0.21 0.11
H 4.538612 1.140973 -0.424581 -0.10 -0.13 -0.24
H 0.080107 1.913190 1.129684 -0.11 -0.11 0.26
H -3.421045 2.342684 0.699926 0.02 0.15 0.24
H -3.374752 -3.189739 2.305219 -0.01 0.02 -0.03
H 7.146165 -2.035914 -0.933409 -0.11 -0.09 0.18
H -4.673375 3.679962 -0.821792 -0.18 0.10 0.10
H -4.990997 1.944257 -1.022212 -0.05 -0.20 0.06
H 0.793608 3.093954 -0.835491 -0.04 0.06 -0.23
H -3.191792 0.130911 -0.940890 -0.26 0.23 -0.19
H -0.980270 -4.448292 0.288588 -0.49 -0.01 0.27
H -2.414565 -2.010011 -0.160185 -0.12 -0.29 -0.04
H 6.373319 2.470841 0.721407 0.24 0.14 0.13
H 8.771076 -2.100807 -1.593784 0.26 -0.03 -0.06
H -4.336427 -5.012751 3.708805 -0.02 -0.01 0.01
H 6.437928 1.911728 -2.255899 -0.01 -0.17 -0.20
H 7.849520 2.426872 -1.353295 0.30 -0.18 -0.07
H 0.523986 -0.050757 -1.130736 -0.09 -0.26 -0.16
H 2.064715 1.925961 -1.144845 0.23 0.08 -0.15
H -1.728836 2.447166 0.328373 0.29 0.05 -0.25
```
Positions in Å, forces in eV/Å.

For the total energy, the calculation gives -60821.9103 eV. For the LUMO energy, the calculation gives -1.621 eV. The value obtained for the frontier orbital gap is 8.3 eV. The value obtained for the strongest force on any atom is 0.0268 hartree/bohr.

Here are the Löwdin charges for atoms 1 to 6, given in e:
1 S 0.94
2 F 0.14
3 F 0.12
4 F 0.10
5 O 0.11
6 O -0.11

---

Record 6
The following is a DFT calculation (ωB97M-V/def2-TZVPD) of a structure of composition C4H5NO2.

Structure (XYZ):
```
12
Properties=species:S:1:pos:R:3:forces:R:3
O -1.764196 -1.499807 0.758034 0.50 0.42 0.23
O -0.337883 0.086749 1.690186 -0.71 0.49 0.30
N 0.847011 -1.127625 -0.917907 -0.14 -0.42 0.05
C 0.495152 0.739398 0.693636 0.28 0.08 0.03
C -0.024088 -0.118689 -0.395200 0.16 -0.16 0.38
C -0.920407 -0.661306 0.684230 -0.82 -0.10 0.26
C -0.232912 1.381723 -0.442012 -0.02 0.08 -0.09
H 0.903217 -1.681720 -0.046534 0.93 -0.21 -0.88
H -1.246476 1.753214 -0.302503 0.18 -0.06 -0.08
H 0.392151 1.983196 -1.095744 -0.04 -0.21 0.00
H 1.544442 0.906341 0.902822 -0.24 -0.05 0.19
H 0.343988 -1.761476 -1.529007 -0.09 0.16 -0.40
```
Positions in Å, forces in eV/Å.

For the total energy, the calculation gives -9811.5839 eV. For the LUMO energy, the calculation gives 0.882 eV. The value obtained for the frontier orbital gap is 10.8 eV. The value obtained for the strongest force on any atom is 0.0253 hartree/bohr. The energy above the lowest of the compared OMol25 structures with the same formula, charge and spin is 63.0 kcal per mole.

Here are the natural (NBO) charges for atoms 1 to 6, given in e:
1 O -0.53
2 O -0.49
3 N -0.77
4 C 0.06
5 C -0.05
6 C 0.76